# 1
The following is a DFT calculation (ωB97M-V with the def2-TZVPD basis set) of a molecular structure, C24H23AuIN2PSe2 at a distorted geometry.

ORCA input file:
```
! wB97M-V def2-TZVPD RIJCOSX def2/J DEFGRID3
* xyz 2 1
H -4.774 2.308 3.783
H 0.398 -3.101 0.681
C -2.080 3.810 2.376
C -0.300 -3.207 -0.139
H -3.010 3.522 -2.058
H -0.501 -5.324 0.069
H -3.330 -4.914 3.140
H 2.619 0.914 -0.584
C -1.045 4.427 -2.049
H -3.927 4.547 3.183
Se -1.932 -0.613 -2.833
C -2.836 -3.968 2.950
C -0.803 -4.446 -0.485
C -1.796 1.416 2.433
C -3.330 3.670 2.968
H -0.055 -2.262 3.824
C -3.048 1.282 3.037
H 2.009 -0.083 -2.015
C -1.589 -1.526 2.490
H -4.382 -3.252 1.642
H 1.037 4.980 -1.949
C -3.811 2.412 3.301
C 0.645 0.147 3.296
H -1.383 5.387 -2.420
Se -2.696 0.733 -1.086
N -0.192 1.979 -1.111
C 2.146 0.006 -0.940
C -1.492 -2.170 -1.810
C -1.315 2.687 2.102
H -0.335 2.803 1.649
C -2.807 -1.820 1.871
C -3.428 -3.036 2.106
C -1.624 -3.686 3.565
H 1.726 2.757 -1.094
H 1.404 -0.610 3.110
C -1.687 -4.529 -1.544
H 0.275 0.066 4.319
P -0.736 0.000 2.135
C 0.296 4.208 -1.789
H -1.697 4.797 2.142
N -0.628 -2.084 -0.794
C -1.956 3.395 -1.848
C -0.994 -2.470 3.330
H -1.174 -4.404 4.238
H 1.089 1.131 3.162
Au 0.207 0.023 -0.126
C -2.054 -3.369 -2.214
H -2.104 -5.483 -1.842
C 0.688 2.967 -1.320
H -2.759 -3.392 -3.034
I 2.939 -1.644 -0.085
H -3.280 -1.094 1.220
H -3.419 0.309 3.326
C -1.483 2.188 -1.379
*
```

Summary:
E_LUMO (alpha / beta) = -8.60 / -8.60 eV
Molecular weight = 852.2 g/mol
Calculated total energy = -180000.2724 eV
Kohn-Sham gap (alpha / beta) = 0.1943 / 0.1943 Eh
HOMO level (alpha / beta) = -13.89 / -13.89 eV


# 2
The following is a DFT calculation (ωB97M-V with the def2-TZVPD basis set) of a gas-phase ion, C17H30N (charge +1) at a distorted geometry.

ORCA input file:
```
! wB97M-V def2-TZVPD RIJCOSX def2/J DEFGRID3
* xyz 1 1
C -2.814 0.671 0.556
C 1.460 2.825 0.203
C 4.525 -0.372 -1.041
H 4.527 0.334 -1.859
H 0.417 2.957 -0.069
C -3.211 -0.049 -0.732
C 5.159 -2.514 -0.165
C -1.392 1.240 0.512
C 4.021 -0.933 1.236
H 2.379 1.712 -2.034
H -2.621 -0.960 -0.848
H 3.870 2.070 -0.209
H 1.970 0.044 -1.599
H -1.230 1.826 1.419
H -2.900 -0.010 1.404
H 1.062 0.919 1.856
H -3.508 1.497 0.723
H 4.664 -2.861 1.889
H -0.644 -0.657 1.120
H 3.628 -0.665 2.207
H 5.559 -1.863 -2.165
C -6.537 -1.909 0.087
H -5.296 0.479 -0.608
H 2.067 3.491 -0.408
H -2.995 0.603 -1.582
H -4.946 -1.090 1.267
H -4.930 -0.796 -1.767
C -0.341 0.131 0.426
C 4.617 -2.171 1.062
H -4.435 -2.351 0.141
C 3.328 1.328 0.382
H -0.345 -0.314 -0.567
H 1.652 -0.443 0.887
C -4.694 -0.419 -0.770
N 1.874 1.426 -0.010
H 1.586 3.101 1.248
H -6.803 -2.658 0.828
H 0.694 1.269 -1.752
H -1.330 1.909 -0.350
H -7.202 -1.057 0.206
C 3.955 -0.027 0.181
C 1.718 1.090 -1.434
H 5.625 -3.477 -0.299
C 1.084 0.490 0.851
C -5.085 -1.480 0.257
H -6.698 -2.332 -0.902
C 5.119 -1.610 -1.213
H 3.397 1.608 1.435
*
```

Summary:
E_LUMO = -2.34 eV
Molecular weight = 248.4 g/mol
Calculated total energy = -19600.0842 eV
Structure (SMILES) = CCCCCCCC[N+](C)(C)Cc1ccccc1
Kohn-Sham gap = 0.3847 Eh
HOMO level = -12.81 eV


# 3
The following is a DFT calculation (ωB97M-V with the def2-TZVPD basis set) of a single C8H8NO2P molecule at a distorted geometry.

ORCA input file:
```
! wB97M-V def2-TZVPD RIJCOSX def2/J DEFGRID3
* xyz 0 1
N -0.636 -2.001 -0.307
C 2.713 -0.500 -0.699
C 0.298 -1.083 -0.569
C -2.253 0.712 1.260
H 1.807 -2.220 0.281
O -3.807 -0.008 -0.968
H -1.332 0.372 1.681
O -1.329 0.538 -1.331
H -2.612 -2.540 -0.469
C 1.022 1.044 -1.511
H 3.686 -0.999 -0.657
H -3.115 0.605 1.887
H -2.113 1.765 1.102
C 0.011 0.133 -1.137
H 0.690 1.948 -2.052
C -1.869 -1.797 -0.309
P -2.489 -0.103 -0.387
C 1.672 -1.411 -0.295
H 3.072 1.502 -1.508
C 2.385 0.721 -1.315
*
```

Summary:
E_LUMO = -0.40 eV
Molecular weight = 181.1 g/mol
Calculated total energy = -23299.7532 eV
Structure (SMILES) = C[P@]1(=O)C=Nc2ccccc2O1
Kohn-Sham gap = 0.3159 Eh
HOMO level = -9.00 eV


# 4
The following is a DFT calculation (ωB97M-V with the def2-TZVPD basis set) of a molecular structure, C2HFOPt at a distorted geometry.

ORCA input file:
```
! wB97M-V def2-TZVPD RIJCOSX def2/J DEFGRID3
* xyz 2 3
H 1.503 0.171 -0.582
C 0.443 -0.406 -1.054
F 0.242 -1.677 -1.281
C 0.116 0.130 0.145
O -0.636 0.849 0.740
Pt -1.668 0.933 2.031
*
```

Summary:
E_LUMO (alpha / beta) = -12.49 / -14.84 eV
Molecular weight = 255.1 g/mol
Calculated total energy = -10069.5636 eV
Kohn-Sham gap (alpha / beta) = 0.3487 / 0.2720 Eh
⟨S²⟩ = 2.0504
HOMO level (alpha / beta) = -21.98 / -22.24 eV


# 5
The following is a DFT calculation (ωB97M-V with the def2-TZVPD basis set) of a molecular structure, C17H36MnN6O4SSi4Te at a distorted geometry.

ORCA input file:
```
! wB97M-V def2-TZVPD RIJCOSX def2/J DEFGRID3
* xyz 0 6
C -3.595 -4.317 0.545
N -2.118 3.305 -1.667
H 1.515 -3.708 -1.999
H 2.676 -3.655 -0.671
H 5.367 -0.227 1.746
H 4.371 3.542 -0.235
C 2.910 -0.029 4.009
H 3.329 -0.522 4.888
H -6.127 -1.567 -1.893
C 2.453 -2.820 2.804
H 2.011 2.935 2.632
Si 3.123 -1.085 2.457
Si 1.950 -0.140 0.659
H 0.979 -3.328 -0.351
H 5.545 -1.583 2.862
H 4.725 2.356 1.021
H 1.948 2.184 -2.201
N -1.905 -2.393 -1.117
N -5.346 -3.038 -0.680
H 1.849 0.154 4.197
H -1.455 -2.844 -1.907
H 2.634 -3.487 1.958
H -2.961 -5.044 0.036
N -5.288 -2.044 -1.615
H 3.398 0.942 3.901
H 3.768 -1.668 -3.206
H 0.492 -1.481 -3.347
H 1.837 4.280 1.497
H 4.581 -1.443 -1.651
H 0.436 2.105 -1.287
C 4.196 2.510 0.078
C 1.621 3.220 1.653
C 1.426 2.570 -1.322
H 1.297 3.647 -1.456
Te -0.462 -0.273 1.413
Mn -1.716 0.102 -0.766
H 2.913 -3.265 3.689
C 1.781 -3.180 -1.080
H -1.558 -2.773 -0.243
C -4.041 -1.670 -1.924
C -4.117 -3.324 -0.423
O -4.940 1.486 1.324
S -3.447 -0.511 -2.960
C -4.968 4.516 0.206
H -2.949 5.262 -1.742
H 3.913 -0.052 -2.507
C -4.033 1.239 0.523
O -5.117 5.675 -0.101
O -3.554 0.091 0.272
H -5.505 2.921 1.158
H -3.007 -3.813 1.316
Si 2.352 2.147 0.284
H 0.537 3.096 1.683
N -2.372 2.158 -1.031
C -3.437 2.387 -0.265
H 1.375 -2.773 2.973
C 3.747 -1.106 -2.270
C -3.873 3.722 -0.428
N -3.283 -2.531 -1.187
H -1.333 3.368 -2.292
H 1.135 0.148 -3.165
O -5.736 3.897 1.069
C -2.983 4.269 -1.327
C 4.961 -1.204 2.020
C 0.775 -0.723 -2.614
H -0.146 -0.416 -2.100
Si 2.094 -1.330 -1.375
H 4.648 1.852 -0.667
H 5.122 -1.881 1.177
H -4.419 -4.836 1.025
*
```

Summary:
E_LUMO (alpha / beta) = 0.04 / 0.01 eV
Molecular weight = 715.5 g/mol
Calculated total energy = -116308.6452 eV
Kohn-Sham gap (alpha / beta) = 0.2758 / 0.2805 Eh
⟨S²⟩ = 8.7576
HOMO level (alpha / beta) = -7.46 / -7.63 eV


# 6
The following is a DFT calculation (ωB97M-V with the def2-TZVPD basis set) of 2 unconnected molecules or ions with the total composition C3H6Cl2O3 at a distorted geometry.

ORCA input file:
```
! wB97M-V def2-TZVPD RIJCOSX def2/J DEFGRID3
* xyz 0 1
H 1.766 -0.239 -0.173
Cl 1.990 -1.242 -2.330
Cl -1.569 2.331 0.238
O 0.540 1.482 1.484
H 1.201 -1.787 -0.258
O -1.421 0.427 1.966
H -2.043 -0.849 -1.474
H -0.294 0.531 -1.492
H 0.395 2.411 1.460
O -1.163 -1.311 -1.093
C -0.165 -0.341 -1.019
C 1.183 -0.870 -0.732
H -0.888 0.297 2.798
C -0.657 1.021 1.003
*
```

Summary:
E_LUMO (alpha / beta) = 0.06 / 0.27 eV
Molecular weight = 161.0 g/mol
Calculated total energy = -34392.2191 eV
Kohn-Sham gap (alpha / beta) = 0.2852 / 0.3027 Eh
HOMO level (alpha / beta) = -7.70 / -7.97 eV


# 7
The following is a DFT calculation (ωB97M-V with the def2-TZVPD basis set) of 2 unconnected molecules or ions with the total composition C22H34ClN6O8PS at a distorted geometry.

ORCA input file:
```
! wB97M-V def2-TZVPD RIJCOSX def2/J DEFGRID3
* xyz 0 1
H -0.591 1.920 3.578
N -0.341 -1.923 -0.289
N -2.496 -6.371 -4.388
H -4.539 3.839 -2.671
O -2.205 2.327 -4.605
C -1.908 0.098 -3.247
N -1.548 0.816 -0.883
H 2.429 -1.925 4.819
C -1.407 -0.207 -1.773
H -2.772 2.749 0.818
C -0.519 1.114 2.795
H 2.759 -0.262 5.401
H 5.035 -0.953 4.335
C -3.156 -7.064 -3.422
C -0.865 3.820 0.415
C -0.839 -1.567 -1.512
C 4.825 1.259 3.773
H -1.235 4.887 0.497
O 0.241 -2.500 -4.101
H 1.150 -2.381 -3.752
C 0.158 -1.200 2.016
H -2.958 3.170 -2.023
H -1.570 -6.046 -4.171
N -0.136 -4.205 -2.169
H 3.794 1.693 5.505
H -1.924 3.296 2.300
H 1.684 2.133 -0.190
N 4.777 1.570 5.246
C 1.615 3.260 -0.246
C 0.752 -0.440 4.516
P -0.756 -2.918 -2.834
C 2.297 -0.834 4.540
C 0.143 -0.230 3.097
H 5.150 0.743 5.721
C 3.085 -0.578 3.190
S 3.329 3.909 -0.113
O 4.124 2.990 0.706
C 4.643 -0.302 3.510
H 0.569 0.428 5.212
H 5.186 -0.516 2.536
C 0.652 3.826 0.881
H -3.036 0.056 -3.222
H -0.953 3.511 -0.664
Cl 4.122 4.069 -2.040
H -4.930 -7.994 -3.088
H 0.629 -2.199 2.230
H 0.964 4.894 1.083
C -3.858 2.937 -2.651
H -4.817 -7.293 -4.669
C -3.502 2.627 -4.146
O 3.375 5.263 0.454
C -1.740 2.829 1.283
C -1.023 0.405 0.336
H 0.190 -1.311 4.980
H -2.887 -6.174 -5.291
O -0.473 2.096 -3.223
H 3.997 1.883 3.320
O -4.398 2.639 -4.954
H -2.830 -3.332 -2.450
H 3.073 -1.547 2.613
H 5.777 1.650 3.297
H -4.468 2.080 -2.237
O -2.668 -7.295 -2.328
H -0.800 -4.986 -2.189
H 1.190 3.508 -1.265
C -0.414 -0.906 0.652
H -1.446 -0.575 -4.016
N -4.406 -7.478 -3.773
H 0.835 3.248 1.828
C -1.080 1.414 1.466
C -1.466 1.571 -3.656
H 2.741 0.308 2.600
O -2.331 -3.323 -3.297
*
```

Summary:
E_LUMO = -1.43 eV
Molecular weight = 609.0 g/mol
Calculated total energy = -81330.3813 eV
Structure (SMILES) = CC(=O)OC(=O)Cc1nc2c(CCCCS(=O)(=O)Cl)cc(CCCCCN)cc2nc1P(=N)(O)O.NC(N)=O
Kohn-Sham gap = 0.2773 Eh
HOMO level = -8.98 eV